Entry 1:
12 unconnected molecules or ions with the total composition C25H74NO25S in a non-equilibrium geometry. Source: the Open Molecules 2025 dataset; level of theory: ωB97M-V/def2-TZVPD.

## Properties
relative energy (zero: lowest compared OMol25 entry of this formula, charge and spin): 124.3 kcal/mol
E_LUMO: 0.94 eV
frontier orbital gap: 5.3 eV
energy: -90616.196 eV

Geometry as ORCA input:
```
! wB97M-V def2-TZVPD RIJCOSX def2/J DEFGRID3
* xyz -1 1
C 1.8413 -0.0588 0.2750
N 0.6203 0.2882 0.7600
C 0.8303 0.1362 2.2340
C 0.2333 1.6182 0.5710
C -0.4557 -0.7788 0.4230
C -0.5977 -0.9908 -1.0970
O -1.7517 -1.6878 -1.3260
H 2.1603 -1.2568 0.4110
H 2.5743 0.6712 0.6590
H 2.1643 -0.0298 -0.7480
H 1.1523 -0.7168 2.6640
H -0.0557 0.4552 2.8570
H 1.8233 0.9702 2.3360
H 1.0333 2.4912 1.1210
H -0.7847 2.0232 0.8480
H 0.1903 1.8542 -0.5320
H -1.3207 -0.6168 0.7720
H 0.0393 -1.5758 0.9870
H 0.0513 -1.7078 -1.4050
H -0.4457 -0.0498 -1.7700
H -1.9557 -1.9468 -2.2390
S -1.4117 -1.4478 -4.8470
O 0.0233 -1.2728 -5.1220
O -2.1357 -1.9798 -5.9780
O -1.7357 -2.4078 -3.7880
O -1.9157 -0.1018 -4.4760
C 1.6543 -4.5308 0.6820
C 0.3093 -5.2018 0.6380
O 0.3823 -5.9228 -0.6190
O 1.8733 -3.8148 1.8520
H 2.0773 -3.9458 -0.1710
H 2.4313 -5.2758 0.7300
H -0.4957 -4.5168 0.3680
H -0.0617 -6.0128 1.3310
H 0.4983 -5.1228 -1.2280
H 2.6003 -4.2008 2.1450
C 2.7553 0.6712 5.4960
C 4.0663 1.3902 5.1860
O 4.0443 2.5142 6.0730
O 2.6333 -0.5558 4.7680
H 1.9143 1.3692 5.3990
H 2.5363 0.4172 6.5880
H 4.3593 1.7282 4.3330
H 5.0133 1.0292 5.5970
H 4.7883 3.0462 5.8860
H 3.0683 -1.3498 5.0720
C -4.9567 -2.4218 -3.3640
C -4.5517 -3.9058 -3.5660
O -3.3497 -3.9668 -2.8270
O -6.0087 -2.1068 -4.3280
H -4.1987 -1.6518 -3.8090
H -5.2777 -2.5008 -2.4390
H -4.3167 -3.9388 -4.6310
H -5.1597 -4.6578 -3.3260
H -2.8767 -3.3008 -3.1970
H -5.7107 -1.6908 -5.1780
C -3.9997 -0.6888 5.5670
C -2.8687 0.2362 5.1000
O -2.2517 -0.5628 4.0300
O -4.4617 -0.4158 6.8820
H -3.7267 -1.6648 5.4920
H -4.8467 -0.5378 4.6350
H -2.2837 0.5312 5.8770
H -3.2947 1.0632 4.5230
H -2.4397 -1.5008 4.2270
H -5.1827 -0.9648 7.0040
C 1.9283 1.8292 -4.6760
C 1.2493 1.2912 -3.4010
O 1.6673 0.0082 -3.2490
O 1.4143 3.1452 -4.8940
H 1.6123 1.2122 -5.4160
H 2.9943 1.6412 -4.5890
H 0.1613 1.3102 -3.5740
H 1.5693 1.7152 -2.3790
H 1.2033 -0.4548 -3.9920
H 0.8023 3.3512 -4.2240
C -1.2057 3.8962 -3.3790
C -1.3057 4.9302 -4.4780
O -2.3197 4.5562 -5.3370
O -0.0447 3.9722 -2.6070
H -1.1167 2.9712 -3.8240
H -1.9487 3.9602 -2.7260
H -0.1807 4.9712 -4.8980
H -1.5897 5.9022 -4.3190
H -2.0477 3.6922 -5.6470
H 0.0793 4.6942 -2.0640
C -0.3757 4.4282 2.7950
C -1.4767 3.8052 3.5890
O -2.6597 4.3372 3.2320
O 0.8283 3.7102 3.1060
H -0.4377 5.4622 3.0820
H -0.5457 4.4832 1.7730
H -1.3377 4.1612 4.6310
H -1.6177 2.7162 3.5560
H -3.3137 4.3892 4.1910
H 1.0333 3.7942 4.0510
C 6.1423 -0.1168 1.1270
C 6.5233 -0.2988 2.5960
O 7.1753 0.8952 2.9630
O 5.3013 -1.2058 0.8100
H 6.9613 -0.1438 0.4700
H 5.4583 0.7392 0.8520
H 7.2163 -1.2768 2.6670
H 5.6203 -0.4748 3.2080
H 7.0613 1.5182 2.0860
H 5.6833 -1.7338 1.2750
C -4.0907 2.1662 0.3220
C -3.6397 3.6212 -0.1650
O -3.8667 4.5992 0.8000
O -3.4347 1.1222 -0.1830
H -5.1147 2.1662 0.7640
H -3.6717 2.1992 1.2820
H -4.0777 4.0892 -1.1230
H -2.5227 3.6642 -0.3480
H -3.3707 4.4542 1.5090
H -3.4077 1.0962 -1.1350
C 2.0653 -5.3988 -3.3750
C 1.1413 -4.1258 -3.4500
O -0.1527 -4.3718 -2.9660
O 3.2533 -5.1468 -4.1460
H 1.7023 -6.4898 -3.7780
H 2.5983 -5.3698 -2.4300
H 1.0403 -3.8658 -4.5750
H 1.4153 -2.9768 -2.9590
H -0.6977 -3.5798 -3.2870
H 3.8113 -4.5908 -3.5280
*
```

Mulliken atomic charge list, values in e, 6 entries: number 1, C, carries -0.467; number 2, N, carries 1.266; number 3, C, carries -0.692; number 4, C, carries 0.255; number 5, C, carries -2.526; number 6, C, carries 1.235

---

Entry 2:
A single C21H30FN3O2S molecule in a non-equilibrium geometry. Source: the Open Molecules 2025 dataset; level of theory: ωB97M-V/def2-TZVPD.

## Properties
relative energy (zero: lowest compared OMol25 entry of this formula, charge and spin): 0.0 kcal/mol
E_LUMO: 0.69 eV
frontier orbital gap: 8.9 eV
structure (SMILES): O=C(CNC(=S)N(Cc1ccccc1F)C1CCCCC1)NC[C@@H]1CCCO1
energy: -44383.419 eV

Geometry as ORCA input:
```
! wB97M-V def2-TZVPD RIJCOSX def2/J DEFGRID3
* xyz 0 1
O -3.9457 -0.6095 2.3393
C -3.3036 -1.2596 1.5397
C -2.0519 -2.0572 1.9339
N -0.8912 -1.2625 1.5836
C -0.3649 -1.2225 0.3374
S -0.7179 -2.4566 -0.7389
N 0.4729 -0.2162 0.0084
C 1.2953 -0.3402 -1.1803
C 2.7158 -0.7104 -0.8469
C 2.9972 -1.8368 -0.0810
C 4.2990 -2.1794 0.2335
C 5.3535 -1.4024 -0.2179
C 5.1035 -0.2815 -0.9890
C 3.7942 0.0439 -1.2896
F 3.5644 1.1502 -2.0395
C 0.6430 0.9516 0.8653
C 1.7238 0.7363 1.9337
C 1.7412 1.9160 2.9019
C 1.9920 3.2179 2.1470
C 0.9422 3.4154 1.0576
C 0.9448 2.2341 0.0890
N -3.5550 -1.3187 0.2193
C -4.4082 -0.3513 -0.4276
C -3.6997 1.0226 -0.5151
C -4.2862 1.8926 -1.6289
C -3.5015 1.4204 -2.8590
C -2.2252 0.7975 -2.2613
O -2.3317 0.8857 -0.8496
H -2.0424 -2.2240 3.0119
H -2.0051 -3.0098 1.4034
H -0.7632 -0.4571 2.1776
H 1.2609 0.5836 -1.7564
H 0.8539 -1.1380 -1.7889
H 2.1773 -2.4481 0.2642
H 4.4927 -3.0582 0.8291
H 6.3704 -1.6686 0.0259
H 5.9026 0.3414 -1.3590
H -0.3233 1.1314 1.3547
H 1.5439 -0.1964 2.4736
H 2.6974 0.6509 1.4471
H 2.5186 1.7634 3.6528
H 0.7822 1.9775 3.4226
H 1.9705 4.0596 2.8415
H 2.9839 3.1851 1.6908
H 1.1479 4.3353 0.5075
H -0.0455 3.5133 1.5142
H 1.9229 2.1811 -0.3880
H 0.1804 2.3823 -0.6752
H -2.8540 -1.7711 -0.3634
H -5.3224 -0.2401 0.1593
H -4.6524 -0.7262 -1.4220
H -3.7282 1.4933 0.4715
H -5.3601 1.7578 -1.7321
H -4.0793 2.9426 -1.4224
H -3.2677 2.2441 -3.5299
H -4.0643 0.6753 -3.4198
H -1.3204 1.3383 -2.5500
H -2.1096 -0.2509 -2.5629
*
```

Mulliken atomic charge list, values in e, 6 entries: number 1, O, carries -0.680; number 2, C, carries 0.768; number 3, C, carries -1.238; number 4, N, carries -0.052; number 5, C, carries 0.536; number 6, S, carries -0.372

---

Entry 3:
A molecular structure, C30H20AsCl2N3O9SW in a non-equilibrium geometry. Source: the Open Molecules 2025 dataset; level of theory: ωB97M-V/def2-TZVPD.

## Properties
relative energy (zero: lowest compared OMol25 entry of this formula, charge and spin): 78.0 kcal/mol
E_LUMO: -1.73 eV
frontier orbital gap: 6.5 eV
energy: -152878.394 eV

Geometry as ORCA input:
```
! wB97M-V def2-TZVPD RIJCOSX def2/J DEFGRID3
* xyz 0 1
W 1.0517 -0.9103 0.9649
O 2.8138 -0.8535 0.3357
As 1.0134 -3.5550 0.2985
O 1.3843 -2.3000 -0.8339
O -0.1972 -2.3111 0.9556
C 2.8829 -3.5555 1.2209
C 3.6231 -4.5167 0.5511
C 4.9625 -4.7453 0.8606
C 5.5800 -4.0274 1.8662
C 4.8615 -3.0648 2.5652
C 3.5432 -2.8250 2.2287
S 2.5984 -1.6792 3.2090
O 1.2395 -2.1631 2.7967
O 2.9755 -1.7775 4.5737
O 2.5809 -0.3059 2.6259
H 2.9285 -1.1053 -0.5946
H 3.1553 -5.1123 -0.2281
H 5.5166 -5.4981 0.3146
H 6.6115 -4.2262 2.1240
H 5.3159 -2.5084 3.3751
Cl -1.2572 0.9680 5.0727
C -0.4876 1.8820 3.8249
C -0.4571 3.2944 3.9193
C 0.1570 4.0508 2.9726
Cl 0.1663 5.7869 3.1096
C 0.8113 3.4340 1.8765
C 1.5268 4.0858 0.8505
C 2.1405 3.3468 -0.1190
C 2.0472 1.9435 -0.0923
N 1.3693 1.3218 0.8431
C 0.7569 2.0358 1.8147
C 0.0775 1.2396 2.7568
O 0.0707 -0.0599 2.5584
H -0.9303 3.7715 4.7662
H 1.5931 5.1657 0.8476
H 2.6981 3.8176 -0.9154
H 2.5221 1.3366 -0.8501
O 1.6698 0.1861 -2.9608
C 0.6113 0.2111 -2.3827
N -0.6132 0.6086 -2.8939
C -1.7171 0.3494 -1.9606
C -0.8722 0.0452 -0.7361
O -1.1672 -0.0803 0.4644
N 0.3981 -0.0462 -1.0261
C -2.5165 -0.8669 -2.4109
C -2.2720 -2.1330 -1.8950
C -2.9644 -3.2311 -2.3894
C -3.8952 -3.0727 -3.4034
C -4.1397 -1.8074 -3.9236
C -3.4555 -0.7101 -3.4274
C -2.5868 1.5672 -1.6822
C -3.7200 1.4207 -0.8873
C -4.4831 2.5269 -0.5538
C -4.1245 3.7883 -1.0140
C -2.9997 3.9357 -1.8092
C -2.2274 2.8278 -2.1387
H -0.7537 0.5564 -3.8902
H -1.5466 -2.2711 -1.1028
H -2.7712 -4.2127 -1.9763
H -4.4343 -3.9294 -3.7861
H -4.8687 -1.6756 -4.7125
H -3.6611 0.2789 -3.8217
H -3.9964 0.4395 -0.5210
H -5.3616 2.4042 0.0661
H -4.7184 4.6527 -0.7469
H -2.7179 4.9141 -2.1764
H -1.3406 2.9433 -2.7473
*
```

Mulliken atomic charge list, values in e, 6 entries: number 1, W, carries 2.319; number 2, O, carries -0.685; number 3, As, carries 0.150; number 4, O, carries -0.691; number 5, O, carries -0.696; number 6, C, carries 0.503

---

Entry 4:
A molecular structure, C12H4Cl2MnNO2S4. Source: the Open Molecules 2025 dataset; level of theory: ωB97M-V/def2-TZVPD.

## Properties
relative energy (zero: lowest compared OMol25 entry of this formula, charge and spin): 0.0 kcal/mol
E_LUMO (alpha / beta): 2.00 / 1.88 eV
frontier orbital gap (alpha / beta): 5.9 / 6.0 eV
energy: -117805.703 eV

Geometry as ORCA input:
```
! wB97M-V def2-TZVPD RIJCOSX def2/J DEFGRID3
* xyz -1 6
Mn -1.2876 -0.2363 -0.7219
Cl -0.2776 -1.0639 4.1332
C 0.8179 -1.0345 2.7908
C 2.1956 -1.1215 3.0382
C 3.1045 -1.0916 2.0225
Cl 4.8170 -1.1717 2.3876
C 2.6667 -0.9894 0.6838
C 3.5162 -0.9340 -0.4418
C 2.9828 -0.8577 -1.6923
C 1.5855 -0.8468 -1.8388
N 0.7692 -0.8783 -0.8222
C 1.2738 -0.9262 0.4436
C 0.2883 -0.8959 1.5090
O -0.9546 -0.7560 1.2400
H 2.5400 -1.2047 4.0610
H 4.5887 -0.9479 -0.2962
H 3.6125 -0.8071 -2.5709
H 1.1291 -0.8193 -2.8214
O -6.5067 3.8578 -1.3903
C -5.5415 3.1233 -1.3909
S -3.8730 3.6736 -1.2604
C -3.1009 2.0974 -1.3141
C -3.9136 1.0359 -1.4497
S -3.4516 -0.6586 -1.5542
S -5.6351 1.3720 -1.5501
S -1.3460 2.0814 -1.1945
*
```

Mulliken atomic charge list, values in e, 6 entries: number 1, Mn, carries 0.246; number 2, Cl, carries -0.219; number 3, C, carries 0.269; number 4, C, carries -0.612; number 5, C, carries 0.540; number 6, Cl, carries -0.288

---

- What is the energy in the third record?
  -152878.394 eV

---

Copy entry 2 word for word.
A single C21H30FN3O2S molecule in a non-equilibrium geometry. Source: the Open Molecules 2025 dataset; level of theory: ωB97M-V/def2-TZVPD.

## Properties
relative energy (zero: lowest compared OMol25 entry of this formula, charge and spin): 0.0 kcal/mol
E_LUMO: 0.69 eV
frontier orbital gap: 8.9 eV
structure (SMILES): O=C(CNC(=S)N(Cc1ccccc1F)C1CCCCC1)NC[C@@H]1CCCO1
energy: -44383.419 eV

Geometry as ORCA input:
```
! wB97M-V def2-TZVPD RIJCOSX def2/J DEFGRID3
* xyz 0 1
O -3.9457 -0.6095 2.3393
C -3.3036 -1.2596 1.5397
C -2.0519 -2.0572 1.9339
N -0.8912 -1.2625 1.5836
C -0.3649 -1.2225 0.3374
S -0.7179 -2.4566 -0.7389
N 0.4729 -0.2162 0.0084
C 1.2953 -0.3402 -1.1803
C 2.7158 -0.7104 -0.8469
C 2.9972 -1.8368 -0.0810
C 4.2990 -2.1794 0.2335
C 5.3535 -1.4024 -0.2179
C 5.1035 -0.2815 -0.9890
C 3.7942 0.0439 -1.2896
F 3.5644 1.1502 -2.0395
C 0.6430 0.9516 0.8653
C 1.7238 0.7363 1.9337
C 1.7412 1.9160 2.9019
C 1.9920 3.2179 2.1470
C 0.9422 3.4154 1.0576
C 0.9448 2.2341 0.0890
N -3.5550 -1.3187 0.2193
C -4.4082 -0.3513 -0.4276
C -3.6997 1.0226 -0.5151
C -4.2862 1.8926 -1.6289
C -3.5015 1.4204 -2.8590
C -2.2252 0.7975 -2.2613
O -2.3317 0.8857 -0.8496
H -2.0424 -2.2240 3.0119
H -2.0051 -3.0098 1.4034
H -0.7632 -0.4571 2.1776
H 1.2609 0.5836 -1.7564
H 0.8539 -1.1380 -1.7889
H 2.1773 -2.4481 0.2642
H 4.4927 -3.0582 0.8291
H 6.3704 -1.6686 0.0259
H 5.9026 0.3414 -1.3590
H -0.3233 1.1314 1.3547
H 1.5439 -0.1964 2.4736
H 2.6974 0.6509 1.4471
H 2.5186 1.7634 3.6528
H 0.7822 1.9775 3.4226
H 1.9705 4.0596 2.8415
H 2.9839 3.1851 1.6908
H 1.1479 4.3353 0.5075
H -0.0455 3.5133 1.5142
H 1.9229 2.1811 -0.3880
H 0.1804 2.3823 -0.6752
H -2.8540 -1.7711 -0.3634
H -5.3224 -0.2401 0.1593
H -4.6524 -0.7262 -1.4220
H -3.7282 1.4933 0.4715
H -5.3601 1.7578 -1.7321
H -4.0793 2.9426 -1.4224
H -3.2677 2.2441 -3.5299
H -4.0643 0.6753 -3.4198
H -1.3204 1.3383 -2.5500
H -2.1096 -0.2509 -2.5629
*
```

Mulliken atomic charge list, values in e, 6 entries: number 1, O, carries -0.680; number 2, C, carries 0.768; number 3, C, carries -1.238; number 4, N, carries -0.052; number 5, C, carries 0.536; number 6, S, carries -0.372